Record 1
Density functional theory data (ωB97M-V with the def2-TZVPD basis set) for the ion C6H15N3O with charge +2 at a distorted geometry.

Its charge is +2. The relative energy (zero: lowest compared OMol25 entry of this formula, charge and spin) comes out at 687.58 kJ/mol. Its strongest force on any atom is 3.67 eV/Å. The value obtained for the HOMO energy (alpha / beta) is -17.51 / -17.21 eV. As for the LUMO energy (alpha / beta): -0.3082 / -0.3403 Eh.

Last column: Mulliken charge in e.
Atoms and positions in Å:
C: -0.52 -0.78 0.83  0.5999
C: 1.83 0.69 -0.50  -0.4340
C: 0.39 1.50 1.21  -0.3850
C: 1.15 -0.33 -1.44  -0.4458
C: -0.74 0.16 3.05  -1.0236
C: -1.03 -0.42 -2.83  -0.8357
N: -0.33 0.22 1.58  -0.0945
N: -1.09 -1.94 0.99  -0.3257
N: 0.16 0.32 -2.34  -0.0818
O: 0.84 1.60 -0.12  -0.4230
H: 2.27 0.02 0.26  0.3612
H: 2.88 1.15 -0.83  0.4390
H: -0.43 2.18 1.55  0.3501
H: 1.15 1.44 2.05  0.4129
H: 1.68 -1.29 -1.83  0.3831
H: 0.18 -0.20 3.61  0.4108
H: -1.07 1.15 3.50  0.3130
H: -1.57 -0.57 3.19  0.3759
H: -1.55 0.40 -3.41  0.3912
H: -0.58 -1.11 -3.55  0.3664
H: -1.57 -0.93 -2.08  0.2741
H: -1.70 -2.39 0.32  0.2370
H: -1.02 -2.59 1.74  0.2688
H: -0.20 1.22 -1.86  0.4614
H: 0.84 0.50 -3.09  0.4044


Record 2
Density functional theory data (ωB97M-V with the def2-TZVPD basis set) for a structure of composition C2H7N3S at a distorted geometry.

Its charge is 0. The relative energy (zero: lowest compared OMol25 entry of this formula, charge and spin) comes out at 432.60 kJ/mol. Its strongest force on any atom is 4.60 eV/Å. The value obtained for the HOMO energy is -8.19 eV. As for the LUMO energy: 0.0296 Eh.

Last column: Mulliken charge in e.
Atoms and positions in Å:
C: 1.98 -0.87 0.22  -0.5541
C: -0.83 1.05 0.01  0.0076
H: 2.95 -1.07 -0.61  0.2385
H: 2.06 -0.88 1.35  0.2834
H: 1.06 -1.91 0.07  0.1936
H: 1.43 1.15 0.37  0.2698
H: -0.59 2.03 0.36  0.2951
H: -3.00 1.32 -0.28  0.3096
H: -1.57 -1.23 -0.92  0.1594
N: 1.37 0.38 -0.41  -0.4570
N: -0.03 0.11 -0.28  -0.2527
N: -2.19 0.73 0.15  -0.2842
S: -2.65 -0.81 -0.05  -0.2090


Record 3
Density functional theory data (ωB97M-V with the def2-TZVPD basis set) for a cluster of 3 separate species, C27H31F6N3O5 in total at a distorted geometry.

Its charge is 0. Its strongest force on any atom is 4.53 eV/Å. The value obtained for the HOMO energy is -8.87 eV. As for the LUMO energy: -0.0246 Eh.

Last column: Mulliken charge in e.
Atoms and positions in Å:
C: -5.52 0.56 -2.12  -1.0296
C: -4.91 0.53 -3.58  0.4336
C: -6.16 0.74 -4.58  -1.5113
C: -3.89 1.69 -3.91  0.3513
C: -4.50 3.15 -3.67  -1.3378
C: -2.47 1.53 -3.25  -0.8765
O: -2.48 0.89 -1.95  -0.2770
C: -1.53 1.42 -1.08  0.0892
C: -0.31 0.63 -0.87  -0.5085
C: 0.77 1.06 0.08  0.3998
N: 1.87 0.20 0.20  -0.5653
C: 2.78 0.67 1.12  -0.3573
C: 2.59 1.96 1.90  -0.2192
N: 1.54 2.81 1.77  -0.5824
C: 0.64 2.31 0.84  0.1327
C: -0.61 3.13 0.61  -0.6104
C: -1.67 2.71 -0.32  0.3146
C: -2.92 3.62 -0.47  0.6948
C: -4.15 3.33 0.29  -0.4552
C: -5.22 4.30 -0.01  -0.3155
C: -4.97 5.38 -0.96  -0.2683
N: -3.83 5.72 -1.65  -0.5593
C: -2.87 4.78 -1.34  -0.2470
H: -4.97 -0.23 -1.52  0.2174
H: -5.35 1.52 -1.56  0.0724
H: -6.60 0.23 -2.10  0.4427
H: -4.49 -0.48 -3.87  0.4251
H: -6.78 -0.20 -4.58  0.3978
H: -6.80 1.53 -4.08  0.3402
H: -5.84 1.08 -5.60  0.3237
H: -3.72 1.64 -5.03  0.3132
H: -4.99 3.27 -2.67  0.0602
H: -3.64 3.87 -3.82  0.4399
H: -5.21 3.37 -4.52  0.4117
H: -1.92 2.52 -3.26  0.3233
H: -1.86 0.86 -3.93  0.4068
H: -0.21 -0.32 -1.44  0.4014
H: 3.71 0.05 1.30  0.4793
H: 3.38 2.24 2.64  0.3876
H: -0.75 4.08 1.19  0.3276
H: -4.31 2.49 1.01  0.4405
H: -6.22 4.21 0.48  0.3293
H: -5.85 6.06 -1.16  0.3113
H: -1.88 4.96 -1.85  0.4346
C: 9.54 -2.02 2.04  -1.0990
C: 8.23 -2.75 1.82  -0.2088
O: 7.30 -2.46 2.89  -0.3069
C: 6.64 -1.30 2.79  0.3984
O: 6.79 -0.50 1.90  -0.5222
C: 5.66 -1.15 3.96  0.8444
F: 6.21 -1.48 5.14  -0.2522
F: 4.58 -1.94 3.82  -0.2137
F: 5.19 0.10 4.10  -0.2475
H: 9.95 -2.26 3.02  0.3029
H: 10.27 -2.31 1.28  0.3697
H: 9.40 -0.94 2.00  0.3128
H: 8.39 -3.82 1.84  0.3196
H: 7.79 -2.50 0.85  0.3111
C: 2.47 -3.54 2.70  -0.9119
C: 1.25 -3.65 1.84  -0.2429
O: 1.03 -5.00 1.41  -0.3566
C: 0.44 -5.81 2.30  0.3442
O: 0.09 -5.48 3.39  -0.5057
C: 0.24 -7.20 1.69  0.8858
F: 1.34 -7.65 1.05  -0.2461
F: -0.76 -7.21 0.79  -0.2511
F: -0.07 -8.12 2.61  -0.2411
H: 3.35 -3.94 2.18  0.2950
H: 2.67 -2.50 2.95  0.2814
H: 2.37 -4.10 3.63  0.3496
H: 1.39 -3.05 0.94  0.2709
H: 0.36 -3.26 2.35  0.3388


Record 4
Density functional theory data (ωB97M-V with the def2-TZVPD basis set) for an isolated molecule of C4H6OS at a distorted geometry.

Its charge is 0. The relative energy (zero: lowest compared OMol25 entry of this formula, charge and spin) comes out at 580.92 kJ/mol. Its strongest force on any atom is 7.50 eV/Å. The value obtained for the HOMO energy is -8.58 eV. As for the LUMO energy: 0.0326 Eh.

Last column: Mulliken charge in e.
Atoms and positions in Å:
C: -1.73 0.67 0.03  -0.3170
O: -0.58 1.33 0.27  -0.3946
C: 0.57 0.47 -0.21  -0.1713
C: 1.76 -0.35 -0.05  -0.4641
C: 0.41 -0.90 0.35  -0.1535
S: -1.36 -1.30 -0.03  -0.1637
H: -2.71 0.85 0.57  0.3227
H: -2.10 0.87 -0.98  0.2637
H: 0.51 0.40 -1.15  0.4363
H: 2.04 -0.78 -0.96  0.2132
H: 2.67 -0.37 0.66  0.2436
H: 0.51 -0.89 1.51  0.1847


Record 5
Density functional theory data (ωB97M-V with the def2-TZVPD basis set) for a cluster of 8 separate species, C28H78N6O10 in total at a distorted geometry.

Its charge is 0. The relative energy (zero: lowest compared OMol25 entry of this formula, charge and spin) comes out at 788.05 kJ/mol. Its strongest force on any atom is 3.15 eV/Å. The value obtained for the HOMO energy is -9.13 eV. As for the LUMO energy: 0.0058 Eh.

Last column: Mulliken charge in e.
Atoms and positions in Å:
C: -6.92 -0.40 2.87  -0.6890
O: -7.55 -0.76 1.64  -0.3529
C: -8.98 -0.54 1.63  -0.7316
C: -9.86 -1.44 2.41  0.6173
C: -9.86 -2.88 1.87  -1.4391
N: -11.24 -0.93 2.32  -0.7369
H: -7.48 -0.77 3.73  0.2784
H: -6.91 0.69 2.92  0.2941
H: -5.89 -0.74 2.95  0.2635
H: -9.05 0.48 2.01  0.3789
H: -9.22 -0.47 0.57  0.3044
H: -9.54 -1.51 3.45  0.1799
H: -8.87 -3.27 2.07  0.3219
H: -9.87 -2.90 0.78  0.3444
H: -10.71 -3.51 2.15  0.4072
H: -11.82 -1.53 2.88  0.2774
H: -11.61 -1.13 1.40  0.2817
C: -2.60 1.79 -6.97  -0.7924
O: -3.69 1.81 -6.05  -0.3144
C: -3.65 2.94 -5.28  -0.6636
C: -4.62 2.61 -4.10  0.4307
C: -4.93 3.79 -3.19  -1.3952
N: -4.08 1.52 -3.27  -0.7302
H: -2.34 2.78 -7.36  0.3210
H: -2.65 1.05 -7.77  0.2625
H: -1.73 1.47 -6.40  0.3181
H: -2.67 3.22 -4.91  0.4058
H: -4.10 3.81 -5.75  0.3251
H: -5.55 2.24 -4.53  0.2615
H: -4.03 4.28 -2.81  0.3424
H: -5.52 3.62 -2.29  0.3901
H: -5.38 4.53 -3.85  0.3541
H: -4.41 0.65 -3.66  0.2390
H: -4.66 1.46 -2.45  0.2481
C: 0.80 7.79 4.75  -0.6308
O: 1.83 8.29 3.94  -0.3547
C: 1.65 8.21 2.56  -0.6799
C: 1.68 6.79 1.97  0.3467
C: 3.06 6.02 2.11  -1.3350
N: 1.36 6.84 0.60  -0.7024
H: 1.10 7.72 5.79  0.2342
H: 0.39 6.87 4.34  0.2826
H: 0.07 8.61 4.72  0.2777
H: 0.71 8.71 2.31  0.3473
H: 2.52 8.72 2.14  0.3265
H: 0.79 6.29 2.33  0.2998
H: 3.82 6.78 1.96  0.3385
H: 3.28 5.14 1.51  0.4227
H: 3.11 5.77 3.17  0.2999
H: 2.17 7.17 0.10  0.2665
H: 1.24 5.88 0.32  0.2605
C: 9.87 -6.47 2.05  -0.7482
O: 9.42 -6.75 0.73  -0.3040
C: 8.81 -5.64 0.06  -0.7250
C: 8.25 -6.12 -1.29  0.5336
C: 9.41 -6.63 -2.24  -1.3204
N: 7.76 -4.83 -1.87  -0.6912
H: 10.39 -7.38 2.34  0.2394
H: 9.07 -6.28 2.77  0.2887
H: 10.60 -5.66 2.10  0.3074
H: 8.02 -5.24 0.70  0.3527
H: 9.55 -4.84 0.07  0.3618
H: 7.48 -6.88 -1.19  0.2456
H: 9.99 -7.37 -1.70  0.3267
H: 10.02 -5.82 -2.64  0.3527
H: 9.02 -7.27 -3.03  0.3632
H: 6.91 -4.46 -1.48  0.1867
H: 7.54 -4.92 -2.85  0.2309
C: 6.16 -1.39 -7.06  -0.7171
O: 7.38 -1.93 -7.70  -0.3274
C: 8.32 -0.90 -7.90  -0.6247
C: 9.41 -1.30 -8.92  0.5825
C: 10.43 -2.30 -8.34  -1.4055
N: 10.10 -0.18 -9.53  -0.7713
H: 5.62 -0.69 -7.70  0.3023
H: 6.38 -0.97 -6.08  0.3011
H: 5.54 -2.28 -6.92  0.2547
H: 7.79 -0.02 -8.27  0.3174
H: 8.76 -0.65 -6.93  0.2910
H: 8.90 -1.81 -9.74  0.2331
H: 10.77 -2.04 -7.34  0.3172
H: 11.33 -2.29 -8.94  0.4063
H: 10.08 -3.33 -8.26  0.3346
H: 9.40 0.53 -9.68  0.2565
H: 10.58 0.40 -8.84  0.2491
C: -2.53 2.11 7.60  -0.7020
O: -3.86 1.96 8.09  -0.3079
C: -4.61 3.22 8.15  -0.6495
C: -5.80 3.09 9.15  0.4726
C: -6.90 2.24 8.64  -1.3882
N: -6.36 4.36 9.54  -0.7111
H: -1.93 1.20 7.67  0.2473
H: -2.11 2.93 8.17  0.3040
H: -2.45 2.42 6.56  0.2875
H: -4.02 4.10 8.41  0.3685
H: -4.97 3.49 7.16  0.3421
H: -5.40 2.49 9.97  0.1772
H: -7.71 2.18 9.37  0.3790
H: -6.53 1.21 8.60  0.3312
H: -7.24 2.55 7.65  0.3034
H: -5.59 4.92 9.89  0.2633
H: -6.95 4.14 10.33  0.2825
O: -4.36 -6.57 0.81  -0.5429
C: -3.94 -5.40 0.08  -0.3365
C: -2.77 -5.75 -0.90  -0.3815
O: -1.72 -6.33 -0.16  -0.5092
H: -3.90 -6.64 1.65  0.3123
H: -4.78 -5.00 -0.48  0.3038
H: -3.67 -4.58 0.75  0.2382
H: -2.54 -4.85 -1.47  0.3345
H: -3.10 -6.40 -1.71  0.2576
H: -2.08 -7.13 0.23  0.3231
O: 2.27 -2.45 -0.24  -0.4898
C: 1.76 -1.19 -0.45  -0.4042
C: 0.77 -0.68 0.67  -0.2905
O: 0.27 0.66 0.44  -0.5051
H: 1.53 -3.06 -0.29  0.3033
H: 2.55 -0.45 -0.58  0.3194
H: 1.35 -1.08 -1.45  0.2824
H: 1.22 -0.72 1.67  0.2611
H: -0.09 -1.35 0.67  0.2312
H: -0.43 0.53 -0.21  0.2899


Copy entry 3 word for word.
Density functional theory data (ωB97M-V with the def2-TZVPD basis set) for a cluster of 3 separate species, C27H31F6N3O5 in total at a distorted geometry.

Its charge is 0. Its strongest force on any atom is 4.53 eV/Å. The value obtained for the HOMO energy is -8.87 eV. As for the LUMO energy: -0.0246 Eh.

Last column: Mulliken charge in e.
Atoms and positions in Å:
C: -5.52 0.56 -2.12  -1.0296
C: -4.91 0.53 -3.58  0.4336
C: -6.16 0.74 -4.58  -1.5113
C: -3.89 1.69 -3.91  0.3513
C: -4.50 3.15 -3.67  -1.3378
C: -2.47 1.53 -3.25  -0.8765
O: -2.48 0.89 -1.95  -0.2770
C: -1.53 1.42 -1.08  0.0892
C: -0.31 0.63 -0.87  -0.5085
C: 0.77 1.06 0.08  0.3998
N: 1.87 0.20 0.20  -0.5653
C: 2.78 0.67 1.12  -0.3573
C: 2.59 1.96 1.90  -0.2192
N: 1.54 2.81 1.77  -0.5824
C: 0.64 2.31 0.84  0.1327
C: -0.61 3.13 0.61  -0.6104
C: -1.67 2.71 -0.32  0.3146
C: -2.92 3.62 -0.47  0.6948
C: -4.15 3.33 0.29  -0.4552
C: -5.22 4.30 -0.01  -0.3155
C: -4.97 5.38 -0.96  -0.2683
N: -3.83 5.72 -1.65  -0.5593
C: -2.87 4.78 -1.34  -0.2470
H: -4.97 -0.23 -1.52  0.2174
H: -5.35 1.52 -1.56  0.0724
H: -6.60 0.23 -2.10  0.4427
H: -4.49 -0.48 -3.87  0.4251
H: -6.78 -0.20 -4.58  0.3978
H: -6.80 1.53 -4.08  0.3402
H: -5.84 1.08 -5.60  0.3237
H: -3.72 1.64 -5.03  0.3132
H: -4.99 3.27 -2.67  0.0602
H: -3.64 3.87 -3.82  0.4399
H: -5.21 3.37 -4.52  0.4117
H: -1.92 2.52 -3.26  0.3233
H: -1.86 0.86 -3.93  0.4068
H: -0.21 -0.32 -1.44  0.4014
H: 3.71 0.05 1.30  0.4793
H: 3.38 2.24 2.64  0.3876
H: -0.75 4.08 1.19  0.3276
H: -4.31 2.49 1.01  0.4405
H: -6.22 4.21 0.48  0.3293
H: -5.85 6.06 -1.16  0.3113
H: -1.88 4.96 -1.85  0.4346
C: 9.54 -2.02 2.04  -1.0990
C: 8.23 -2.75 1.82  -0.2088
O: 7.30 -2.46 2.89  -0.3069
C: 6.64 -1.30 2.79  0.3984
O: 6.79 -0.50 1.90  -0.5222
C: 5.66 -1.15 3.96  0.8444
F: 6.21 -1.48 5.14  -0.2522
F: 4.58 -1.94 3.82  -0.2137
F: 5.19 0.10 4.10  -0.2475
H: 9.95 -2.26 3.02  0.3029
H: 10.27 -2.31 1.28  0.3697
H: 9.40 -0.94 2.00  0.3128
H: 8.39 -3.82 1.84  0.3196
H: 7.79 -2.50 0.85  0.3111
C: 2.47 -3.54 2.70  -0.9119
C: 1.25 -3.65 1.84  -0.2429
O: 1.03 -5.00 1.41  -0.3566
C: 0.44 -5.81 2.30  0.3442
O: 0.09 -5.48 3.39  -0.5057
C: 0.24 -7.20 1.69  0.8858
F: 1.34 -7.65 1.05  -0.2461
F: -0.76 -7.21 0.79  -0.2511
F: -0.07 -8.12 2.61  -0.2411
H: 3.35 -3.94 2.18  0.2950
H: 2.67 -2.50 2.95  0.2814
H: 2.37 -4.10 3.63  0.3496
H: 1.39 -3.05 0.94  0.2709
H: 0.36 -3.26 2.35  0.3388


Among the records above, which one has the highest charge?
C6H15N3O


Which formula does entry 4 have?
C4H6OS